Molecular formula: C4H3ClO
Method: DFT, wB97M-V/def2-TZVPD

Values from the calculation:
LUMO energy: -0.5 eV
SMILES string: O=C1CC=C1Cl
ΔE to the lowest compared entry with this formula, charge and spin: 181.18 kJ/mol
E_HOMO: -9.58 eV

```
9
Properties=species:S:1:pos:R:3:forces:R:3:mulliken_charge:R:1
O 0.74043 2.09268 -0.02098 0.6000 0.5492 -0.1164 -0.53
C 0.43576 0.94766 -0.04343 -1.0500 -0.1647 -0.0602 0.55
C -0.97352 0.27850 0.10941 1.5783 -0.3856 -2.5489 -0.42
C -0.27990 -1.05934 -0.06795 5.3933 5.7236 0.1861 -0.22
C 1.06523 -0.36056 -0.14425 -4.2040 -4.6713 0.7181 -0.15
Cl 2.62810 -1.04036 0.04901 -0.1057 0.4340 -0.3564 -0.17
H -1.65234 0.49106 -0.70155 -0.5553 0.4711 0.0788 0.26
H -1.23447 0.62553 1.04375 -1.4341 0.0774 2.1795 0.24
H -0.72928 -1.97517 -0.22400 -0.2224 -2.0336 -0.0806 0.44
```
Forces are in eV/Å.


Molecular formula: C4H3ClO2S
Method: DFT, wB97M-V/def2-TZVPD

Values from the calculation:
LUMO energy: -0.6 eV
ΔE to the lowest compared entry with this formula, charge and spin: 169.63 kJ/mol
E_HOMO: -9.56 eV

```
11
Properties=species:S:1:pos:R:3:forces:R:3:mulliken_charge:R:1
C 0.39418 -0.14457 0.46120 -1.5766 -2.1676 -0.6637 0.99
C 0.06015 1.23331 0.00449 -0.2625 3.0329 1.0238 -0.51
C -1.20039 -0.32366 0.43542 -0.6101 -0.3133 0.2132 0.03
C 0.79346 -0.96853 -0.74877 1.5157 -1.1358 -1.9283 -0.20
H 0.39130 1.60354 -0.96738 0.3896 -0.2845 0.1452 0.26
H 0.25422 2.06348 0.79741 -0.5718 -1.5447 -1.2687 0.26
H 0.34686 -0.51354 -1.67478 -0.0687 -0.2664 0.4056 0.31
O -1.35763 0.88853 -0.13493 0.4311 0.2753 0.3356 -0.29
O 1.52543 -1.93150 -0.88538 -1.2637 1.6297 1.1952 -0.44
S -2.38253 -1.37995 0.78980 1.4170 0.7205 -0.1668 -0.26
Cl 1.17496 -0.52713 1.92293 0.6001 0.0539 0.7089 -0.16
```
Forces are in eV/Å.


Number 1: orbital gap 0.3329 Ha, E_tot -18763.770 eV. Number 2: orbital gap 0.3311 Ha, E_tot -31647.073 eV.